(1)
{"formula": "C12H12CoN2O6", "method": "ωB97M-V/def2-TZVPD", "elements": ["Co", "O", "C", "O", "C", "C", "C", "C", "C", "N", "C", "O", "O", "H", "H", "H", "O", "C", "O", "C", "N", "C", "C", "C", "H", "H", "H", "H", "H", "H", "H", "H", "H"], "positions_angstrom": [[0.1110, -0.9120, -2.3477], [0.2373, 2.8728, -3.3808], [-0.1024, 1.7862, -3.0341], [0.6680, 0.6811, -3.0702], [-1.4797, 1.4601, -2.5227], [-2.5977, 2.2587, -2.4032], [-3.7804, 1.6461, -1.9885], [-3.8394, 0.2741, -1.7400], [-2.6745, -0.4478, -1.8901], [-1.5673, 0.1775, -2.2351], [-2.4236, -1.9290, -1.8008], [-3.2268, -2.7167, -1.4097], [-1.1824, -2.2271, -2.2271], [-2.5425, 3.3117, -2.6418], [-4.6766, 2.2427, -1.8811], [-4.7564, -0.2221, -1.4550], [-0.1948, -0.0200, 0.5600], [0.7627, -0.7504, 0.3469], [1.1298, -1.2519, -0.7719], [1.6533, -1.1583, 1.5151], [1.0166, -0.5927, 2.7657], [2.0612, 0.1856, 3.5336], [3.3795, -0.3020, 2.9471], [3.0424, -0.5162, 1.4714], [1.7035, -2.2424, 1.5921], [0.5960, -1.3236, 3.3352], [0.2487, -0.0061, 2.3889], [1.9411, -0.0016, 4.5964], [1.8943, 1.2418, 3.3364], [3.6787, -1.2416, 3.4153], [4.1777, 0.4210, 3.0966], [3.7557, -1.1432, 0.9441], [2.9870, 0.4451, 0.9550]], "lowdin_charge": [1.094, 0.174, -0.486, -0.093, -0.140, 0.058, 0.011, 0.059, -0.142, 0.069, -0.491, 0.169, -0.091, 0.137, 0.125, 0.137, 0.078, -0.566, -0.049, -0.151, 0.105, -0.083, -0.141, -0.103, 0.174, 0.187, 0.156, 0.134, 0.139, 0.127, 0.129, 0.136, 0.139], "fmax_ev_per_a": 0.44, "spin_multiplicity": 5, "s2": 6.013, "energy_ev": -65525.3458, "total_charge": 1, "lumo_ev": [-3.341, -5.395]}

---

(2)
{"formula": "C3H11N2", "method": "ωB97M-V/def2-TZVPD", "elements": ["C", "N", "H", "H", "H", "H", "C", "C", "N", "H", "H", "H", "H", "H", "H", "H"], "positions_angstrom": [[2.5605, 0.2480, -0.2674], [2.0339, -0.4580, 0.6790], [2.6863, 1.3279, -0.2787], [3.1349, -0.2830, -1.0443], [2.5263, -1.3443, 0.5525], [0.4308, -0.0675, 0.7455], [-1.8059, -0.9208, -0.4808], [-1.3921, 0.5543, -0.3313], [-0.4085, 0.6207, 0.7791], [-2.4829, -0.9469, -1.3410], [-2.1963, -1.2365, 0.4976], [-1.0124, -1.6204, -0.7283], [-2.2724, 1.1724, -0.1206], [-0.9324, 0.9760, -1.2164], [-1.0419, 0.5341, 1.5763], [0.1723, 1.4439, 0.9786]], "lowdin_charge": [-0.038, 0.011, 0.084, 0.091, 0.081, 0.082, -0.061, -0.208, 0.119, 0.095, 0.091, 0.078, 0.133, 0.119, 0.162, 0.161], "fmax_ev_per_a": 2.18, "energy_ev": -6261.8163, "total_charge": 1, "relative_energy_kj_mol": 170.3, "lumo_ev": -3.700}

---

(3)
{"formula": "C4H5N", "method": "ωB97M-V/def2-TZVPD", "elements": ["C", "C", "C", "C", "N", "H", "H", "H", "H", "H"], "positions_angstrom": [[1.6491, -0.3042, 0.5302], [1.5135, 0.2890, -0.6569], [0.1744, 0.0032, -0.1079], [-1.1381, 0.6479, 0.0247], [-0.9446, -0.6669, -0.6433], [2.2239, -1.0661, 1.0487], [0.4934, -0.4190, 1.1137], [-1.3027, 1.5331, -0.5897], [-1.7205, 0.6035, 0.9420], [-0.9483, -0.6205, -1.6615]], "lowdin_charge": [-0.065, 0.022, -0.533, -0.077, 0.067, 0.094, 0.169, 0.112, 0.104, 0.109], "fmax_ev_per_a": 0.52, "energy_ev": -5712.1975, "relative_energy_kj_mol": 641.5, "lumo_ev": 1.062}

---

(4)
{"formula": "C5H11NO", "method": "ωB97M-V/def2-TZVPD", "elements": ["C", "C", "C", "C", "C", "N", "H", "H", "H", "H", "H", "H", "H", "H", "H", "O", "H", "H"], "positions_angstrom": [[3.1300, 0.0035, 0.5187], [2.2244, -0.4290, -0.3898], [0.8291, -0.1452, -0.5414], [-0.0109, 0.8326, 0.0085], [-1.3529, 1.0136, -0.5263], [-2.4715, 0.7459, 0.4426], [4.1050, -0.5154, 0.6107], [2.8645, 0.9387, 1.1648], [2.5479, -1.2293, -1.0665], [0.3501, -0.6613, -1.4285], [0.3773, 1.5308, 0.7804], [-1.5489, 0.5090, -1.5494], [-1.3921, 2.1493, -0.6182], [-2.8293, -0.1753, 0.2968], [-3.3024, 1.3990, 0.1787], [-1.6432, -1.9673, 0.6825], [-0.9665, -2.6427, 0.5134], [-0.9104, -1.3570, 0.9229]], "lowdin_charge": [0.001, -0.229, -0.145, -0.122, -0.318, -0.030, 0.056, 0.090, 0.092, 0.116, 0.119, 0.136, 0.123, 0.014, 0.103, -0.079, 0.045, 0.027], "fmax_ev_per_a": 4.38, "energy_ev": -8898.5553, "smiles": "C=C/C=C/CN.O", "relative_energy_kj_mol": 303.2, "lumo_ev": 0.256}

---

(5)
{"formula": "C3H3NO3", "method": "ωB97M-V/def2-TZVPD", "elements": ["O", "C", "N", "C", "O", "C", "O", "H", "H", "H"], "positions_angstrom": [[-2.3715, -0.8031, -0.2878], [-1.0931, -0.8019, -0.0481], [-0.0855, 0.0227, 0.2055], [-0.1419, 1.4169, 0.0072], [-1.1590, 2.0942, -0.0705], [1.2339, -0.5579, -0.0263], [2.2301, 0.1037, -0.3142], [-0.4289, -1.8132, 0.2792], [0.7562, 1.9676, -0.1793], [1.0597, -1.6290, 0.4343]], "lowdin_charge": [0.026, -0.237, -0.015, -0.202, 0.098, -0.187, 0.086, 0.150, 0.131, 0.151], "fmax_ev_per_a": 7.91, "energy_ev": -10789.5849, "smiles": "O=CN(C=O)C=O", "relative_energy_kj_mol": 300.6, "lumo_ev": -0.571}

---

(6)
{"formula": "C9H14", "method": "ωB97M-V/def2-TZVPD", "elements": ["C", "C", "C", "C", "C", "C", "C", "H", "H", "H", "H", "H", "H", "H", "H", "C", "C", "H", "H", "H", "H", "H", "H"], "positions_angstrom": [[1.9918, -1.6570, 0.1543], [0.6596, 1.8572, -1.6962], [1.7682, 1.9039, -0.8399], [0.0177, 0.6215, -1.9731], [2.1596, 0.7760, -0.1932], [0.4641, -0.5804, -1.5030], [1.5641, -0.4687, -0.5878], [0.1837, 2.6928, -2.1393], [2.2723, 2.9245, -0.8299], [-0.7283, 0.6807, -2.6998], [2.9726, 0.6740, 0.5280], [0.1777, -1.6026, -1.8986], [2.8912, -1.6884, 0.7574], [2.2518, -2.4155, -0.5827], [1.3366, -1.9727, 0.8816], [-2.6214, 0.3804, 1.1213], [-2.4157, -0.8578, 2.0012], [-3.3618, 0.3796, 0.2909], [-2.7983, 1.3142, 1.7286], [-1.5781, 0.4926, 0.7542], [-3.1755, -0.8827, 2.7278], [-2.6109, -1.7837, 1.4706], [-1.4210, -0.7880, 2.5275]], "lowdin_charge": [-0.158, -0.193, -0.220, -0.194, -0.131, -0.142, -0.351, 0.038, 0.083, 0.054, 0.084, 0.081, 0.055, 0.063, 0.013, -0.187, -0.215, 0.063, 0.063, 0.053, 0.014, 0.049, 0.079], "fmax_ev_per_a": 3.27, "spin_multiplicity": 2, "s2": 0.760, "energy_ev": -9557.4179, "total_charge": -1, "relative_energy_kj_mol": 133.1, "lumo_ev": [4.023, 3.791]}

---

(7)
{"formula": "C4H5NO", "method": "ωB97M-V/def2-TZVPD", "elements": ["N", "C", "C", "C", "C", "O", "H", "H", "H", "H", "H"], "positions_angstrom": [[1.7455, 1.9897, -1.0475], [1.4665, 0.9525, -0.6185], [1.0447, -0.3374, -0.0626], [-0.4453, -0.5464, -0.2749], [-1.4014, 0.1887, 0.5467], [-1.1220, -1.1872, 0.7875], [1.6261, -1.1448, -0.5207], [1.2503, -0.3495, 1.0138], [-0.7425, -0.8590, -1.2765], [-2.3972, 0.4011, 0.1629], [-1.0245, 0.8923, 1.2898]], "lowdin_charge": [0.144, -0.218, -0.122, -0.316, -0.104, -0.032, 0.126, 0.134, 0.150, 0.116, 0.122], "fmax_ev_per_a": 1.14, "energy_ev": -7764.9530, "smiles": "N#CC[C@@H]1CO1", "relative_energy_kj_mol": 151.8, "lumo_ev": 0.877}

---

(8)
{"formula": "C2H5Br3Si2", "method": "ωB97M-V/def2-TZVPD", "elements": ["C", "Si", "Br", "C", "Si", "Br", "Br", "H", "H", "H", "H", "H"], "positions_angstrom": [[1.5704, 1.1883, -1.2640], [1.5596, 0.4486, 0.3488], [2.3639, -1.2045, 1.5750], [-0.2273, 0.3215, 1.0527], [-1.3805, -0.4946, -0.2164], [-3.0964, -1.2580, 1.1703], [-1.1477, -2.7843, -0.9831], [2.5528, 1.1569, -1.7629], [0.9967, 2.0991, -1.5205], [-0.8783, 1.1465, 1.1968], [-0.1832, -0.4961, 1.7877], [-2.1300, -0.1233, -1.3844]], "lowdin_charge": [-0.232, 0.248, 0.406, -0.540, 0.004, 0.167, 0.087, -0.036, -0.008, 0.006, -0.024, -0.079], "fmax_ev_per_a": 4.05, "energy_ev": -228038.5063, "smiles": "C=[Si](Br)C[SiH](Br)Br", "relative_energy_kj_mol": 0.0, "lumo_ev": -0.959}

---

(9)
{"formula": "C5H10O", "method": "ωB97M-V/def2-TZVPD", "elements": ["C", "C", "O", "C", "C", "C", "H", "H", "H", "H", "H", "H", "H", "H", "H", "H"], "positions_angstrom": [[2.0749, -0.0253, 0.0889], [0.7536, 0.3267, -0.5558], [0.7831, 1.1321, -1.4652], [-0.6061, -0.1960, -0.1335], [-1.5895, 0.9239, -0.8519], [-0.5873, -0.9343, 1.2861], [2.2278, 0.5907, 0.9840], [2.1928, -1.0747, 0.3673], [2.8283, 0.2660, -0.6456], [-0.8625, -1.0194, -0.7986], [-1.7207, 0.6144, -1.9061], [-1.2284, 1.9642, -0.9698], [-2.5598, 0.9512, -0.3762], [0.1582, -0.5623, 2.0055], [-0.3185, -2.0035, 1.1584], [-1.5458, -0.9539, 1.8126]], "lowdin_charge": [-0.019, -0.438, 0.038, -0.245, -0.050, -0.060, 0.091, 0.080, 0.083, 0.120, 0.075, 0.073, 0.052, 0.062, 0.076, 0.063], "fmax_ev_per_a": 1.12, "energy_ev": -7393.5285, "smiles": "CC(=O)C(C)C", "relative_energy_kj_mol": 119.3, "lumo_ev": 0.864}

---

(10)
{"formula": "C2H3F4NO", "method": "ωB97M-V/def2-TZVPD", "elements": ["C", "C", "N", "O", "F", "F", "F", "F", "H", "H", "H"], "positions_angstrom": [[0.6638, 0.2463, 0.6330], [0.4759, -1.4600, -0.4329], [1.9817, 0.7991, 0.6585], [1.4020, -1.2454, -1.4348], [0.2508, 0.0277, 1.8359], [-0.1670, 1.0969, -0.1214], [-0.7598, -1.7136, -0.8848], [0.7691, -2.3963, 0.4878], [2.5288, 0.4121, 1.3534], [2.4528, 0.9771, -0.1963], [1.4129, -1.7956, -2.1826]], "lowdin_charge": [-0.450, -0.472, 0.165, 0.098, 0.159, 0.039, 0.121, 0.099, 0.066, 0.088, 0.087], "fmax_ev_per_a": 5.28, "energy_ev": -16529.1529, "relative_energy_kj_mol": 147.1, "lumo_ev": 0.619}

---

(11)
{"formula": "C4H10O2", "method": "ωB97M-V/def2-TZVPD", "elements": ["O", "C", "C", "C", "C", "O", "H", "H", "H", "H", "H", "H", "H", "H", "H", "H"], "positions_angstrom": [[-1.5168, 0.7189, -1.1310], [-1.7528, -0.2136, -0.1066], [-0.5253, -1.0341, 0.3003], [0.5350, -0.2809, 1.1180], [1.5824, 0.4865, 0.3225], [1.0100, 1.5523, -0.4385], [-0.7696, 1.2681, -0.8369], [-2.1654, 0.2732, 0.7962], [-2.5249, -0.8926, -0.4853], [-0.0763, -1.4675, -0.6053], [-0.8818, -1.8774, 0.9057], [1.0920, -0.9994, 1.7353], [0.0425, 0.4076, 1.8196], [2.1167, -0.2068, -0.3402], [2.3160, 0.9179, 1.0150], [1.3335, 1.4890, -1.3448]], "lowdin_charge": [-0.078, -0.289, -0.187, -0.191, -0.251, -0.079, 0.047, 0.117, 0.114, 0.119, 0.109, 0.113, 0.119, 0.121, 0.114, 0.103], "fmax_ev_per_a": 0.47, "energy_ev": -8404.7613, "smiles": "OCCCCO", "relative_energy_kj_mol": 75.8, "lumo_ev": 0.855}

---

(12)
{"formula": "CH2F3NS", "method": "ωB97M-V/def2-TZVPD", "elements": ["C", "N", "F", "F", "F", "S", "H", "H"], "positions_angstrom": [[-2.1064, -0.0771, 0.0425], [-0.9086, -0.0600, 0.4017], [2.1194, 0.2612, -1.0560], [2.4322, 1.7152, 0.6214], [1.6736, -1.5740, 0.0370], [2.1152, 0.0390, 0.4761], [-2.2822, -0.8268, -0.7561], [-3.0432, 0.5225, 0.2335]], "lowdin_charge": [-0.165, 0.084, -0.288, -0.445, -0.461, 1.119, 0.071, 0.085], "fmax_ev_per_a": 1.80, "energy_ev": -21542.7018, "relative_energy_kj_mol": 397.8, "lumo_ev": [-0.684, -2.379]}